Density functional theory data (ωB97M-V with the def2-TZVPD basis set) for 3 unconnected molecules or ions with the total composition C31H62BF2O10P2Si at a distorted geometry.

Output
strongest force on any atom	9.26	eV/A
frontier orbital gap	3.1522	eV

```
! wB97M-V def2-TZVPD RIJCOSX def2/J DEFGRID3
* xyz -1 1
C 8.3234 0.5024 2.8099
C 7.6248 0.8702 4.2214
C 8.3376 0.0209 5.3787
C 8.1854 0.6181 6.8617
C 6.7271 1.1877 7.2240
C 6.4921 2.7370 6.8631
C 4.9324 3.0800 6.5332
O 3.9603 2.5873 7.5059
B 3.1372 1.4607 6.9472
O 3.8040 1.2568 5.6350
C 4.4015 2.4497 5.1258
C 3.5198 3.4064 4.1613
F 4.3705 4.5728 3.9205
F 2.3402 3.9189 4.7882
C 3.2737 2.7410 2.7281
C 1.7573 2.3190 2.4197
Si 1.2212 0.6037 3.0851
C 0.1222 -0.1973 1.6911
C 2.6567 -0.6360 3.3748
C 0.0259 0.7487 4.6098
C -0.4290 2.1317 5.1733
C -1.3518 2.3277 6.4070
C -1.8817 1.0658 7.1245
C -1.4960 -0.3381 6.5778
C -0.5485 -0.5161 5.3424
H 9.1153 1.3177 2.6006
H 7.5630 0.4579 1.9535
H 8.8162 -0.5264 2.9114
H 6.5110 0.5928 4.1114
H 7.7165 2.0079 4.3422
H 7.9614 -1.0632 5.2807
H 9.4713 0.0318 5.1362
H 8.3704 -0.2709 7.5832
H 9.0329 1.3634 7.0856
H 5.9399 0.4751 6.8027
H 6.6313 1.1119 8.3752
H 7.1990 3.1631 6.0745
H 6.7132 3.3278 7.8350
H 4.8705 4.2169 6.6888
H 2.0954 1.9599 6.6463
H 3.0011 0.4890 7.6307
H 5.3728 2.3554 4.5306
H 3.5629 3.5365 1.9385
H 4.0198 1.8882 2.5995
H 1.6660 2.2614 1.2652
H 0.9748 3.0902 2.7495
H -0.1352 -1.2871 1.9838
H -0.8296 0.4056 1.5119
H 0.7199 -0.2832 0.7096
H 2.6665 -1.0282 4.4632
H 3.6926 -0.2106 3.1572
H 2.5196 -1.5837 2.7228
H -0.0626 3.0744 4.6499
H -1.5788 3.3991 6.7341
H -2.5424 1.2027 8.0427
H -1.9189 -1.2519 7.1096
H -0.2981 -1.5675 4.9915
O -2.1788 -2.7034 -0.6754
P -2.1140 -3.9664 -1.5464
O -0.6609 -3.5827 -2.2452
C 0.5197 -3.8594 -1.5036
C 0.7531 -5.3506 -1.3431
O -3.1045 -3.2967 -2.7036
C -4.0169 -2.2476 -2.3922
C -3.3889 -0.8920 -2.6655
O -2.0433 -5.3846 -2.5086
C -3.0838 -5.7296 -3.4239
C -2.8437 -5.1390 -4.8085
H 0.4663 -3.3678 -0.5254
H 1.3565 -3.4189 -2.0516
H -0.0341 -5.8048 -0.7308
H 1.7119 -5.5451 -0.8587
H 0.7355 -5.8537 -2.3131
H -4.3789 -2.3294 -1.3641
H -4.8936 -2.3731 -3.0359
H -2.4019 -0.7928 -2.2125
H -4.0253 -0.0867 -2.2921
H -3.2484 -0.7544 -3.7424
H -4.0592 -5.4472 -3.0228
H -3.0847 -6.8212 -3.5101
H -2.6502 -4.0677 -4.7930
H -3.6997 -5.3268 -5.4564
H -1.9550 -5.5927 -5.2625
O -5.5240 0.7698 -5.9107
P -6.1360 1.4634 -7.1336
O -7.0347 0.1742 -7.6612
C -8.2681 -0.0813 -7.0038
C -9.2905 1.0084 -7.2710
O -4.7847 1.2063 -8.0694
C -3.5059 0.9673 -7.4876
C -3.2490 -0.5238 -7.3502
O -6.8209 2.3590 -8.4254
C -6.0122 3.0151 -9.4034
C -5.7060 2.1091 -10.5902
H -8.0971 -0.1969 -5.9274
H -8.6462 -1.0336 -7.3844
H -8.9701 1.9597 -6.8317
H -10.2596 0.7476 -6.8412
H -9.4100 1.1748 -8.3443
H -3.4014 1.4887 -6.5327
H -2.7552 1.4005 -8.1562
H -4.0777 -1.0447 -6.8696
H -2.3400 -0.7098 -6.7735
H -3.1330 -0.9770 -8.3397
H -5.1033 3.4130 -8.9479
H -6.5838 3.8760 -9.7652
H -5.2960 1.1429 -10.3010
H -5.0041 2.5939 -11.2684
H -6.6271 1.8857 -11.1410
*
```

Mulliken atomic charge list, values in e, 99 entries:
1. C -1.136
2. C 0.948
3. C -0.717
4. C -0.829
5. C -0.126
6. C -0.781
7. C 0.018
8. O -0.693
9. B 0.791
10. O -0.683
11. C 0.357
12. C 1.058
13. F -0.395
14. F -0.289
15. C -0.897
16. C -0.638
17. Si 0.358
18. C -1.057
19. C -0.810
20. C 0.677
21. C -0.105
22. C -0.473
23. C -0.345
24. C -0.518
25. C -0.302
26. H 0.246
27. H 0.303
28. H 0.322
29. H -0.357
30. H 0.015
31. H 0.289
32. H 0.330
33. H 0.277
34. H 0.276
35. H 0.006
36. H 0.348
37. H 0.290
38. H 0.386
39. H 0.167
40. H -0.248
41. H -0.362
42. H -0.473
43. H 0.424
44. H 0.112
45. H 0.342
46. H 0.385
47. H 0.187
48. H 0.283
49. H 0.239
50. H 0.232
51. H 0.076
52. H 0.418
53. H -0.021
54. H 0.290
55. H 0.286
56. H 0.266
57. H 0.254
58. O -0.673
59. P 1.072
60. O -0.367
61. C -0.147
62. C -1.061
63. O -0.366
64. C -0.444
65. C -0.921
66. O -0.339
67. C -0.124
68. C -1.092
69. H 0.163
70. H 0.304
71. H 0.271
72. H 0.428
73. H 0.224
74. H 0.372
75. H 0.383
76. H 0.306
77. H 0.375
78. H 0.110
79. H 0.241
80. H 0.340
81. H 0.266
82. H 0.352
83. H 0.329
84. O -0.673
85. P 1.028
86. O -0.344
87. C -0.298
88. C -1.004
89. O -0.339
90. C -0.404
91. C -1.145
92. O -0.356
93. C -0.122
94. C -1.107
95. H 0.258
96. H 0.317
97. H 0.277
98. H 0.406
99. H 0.221